Entry 1:
A structure of composition C39H45Cl3KN5O3P. Source: OMol25; level of theory: ωB97M-V/def2-TZVPD.

Structure (XYZ):
```
97
Properties=species:S:1:pos:R:3:forces:R:3
K 0.565 0.531 0.131 -0.09 -0.01 -0.14
C 3.617 -0.296 -1.915 0.02 -0.03 -0.05
N 2.931 -1.011 -0.859 -0.02 0.13 0.01
C 3.533 -0.745 0.444 0.05 -0.06 0.03
C 2.708 -2.401 -1.077 -0.04 -0.04 0.00
C 3.423 -3.126 -2.016 0.01 0.02 0.01
C 3.186 -4.482 -2.236 0.02 -0.01 -0.01
C 2.208 -5.112 -1.483 -0.01 0.00 0.01
C 1.477 -4.405 -0.541 -0.01 0.02 -0.01
C 1.681 -3.027 -0.303 0.02 -0.06 0.00
N 0.904 -2.264 0.512 0.03 0.07 -0.04
C 0.285 -2.818 1.593 -0.04 -0.04 0.05
C 0.881 -3.802 2.409 0.02 0.02 -0.01
C 0.307 -4.248 3.589 0.00 0.00 0.01
C -0.915 -3.741 4.003 0.01 -0.01 0.00
C -1.551 -2.794 3.202 -0.01 0.02 -0.03
C -0.987 -2.321 2.020 -0.03 -0.03 0.08
N -1.624 -1.312 1.252 0.05 0.10 0.06
C -2.784 -0.681 1.851 -0.06 -0.03 0.03
C -1.944 -1.688 -0.122 0.02 0.03 -0.10
H 4.682 -0.570 -2.009 0.00 -0.01 0.01
H 3.562 0.773 -1.707 -0.01 0.01 0.02
H 3.127 -0.498 -2.870 0.02 0.01 0.00
H 4.567 -1.125 0.490 0.00 0.01 -0.01
H 2.941 -1.239 1.214 0.01 0.01 0.00
H 3.547 0.328 0.638 -0.01 0.01 -0.03
H 4.184 -2.624 -2.600 0.01 -0.01 -0.01
H 3.755 -5.023 -2.982 0.00 0.00 0.00
H 1.993 -6.164 -1.638 0.01 0.00 0.00
H 0.693 -4.906 0.013 0.01 -0.01 -0.01
H 1.849 -4.184 2.106 0.00 0.00 0.01
H 0.826 -4.988 4.190 0.00 0.00 0.00
H -1.385 -4.085 4.917 0.00 0.00 0.00
H -2.518 -2.419 3.507 0.00 -0.01 0.02
H -3.665 -1.347 1.852 0.00 0.00 0.00
H -3.024 0.206 1.270 -0.01 0.01 -0.02
H -2.584 -0.387 2.879 0.01 0.00 -0.05
H -2.810 -2.368 -0.151 0.00 -0.01 0.00
H -1.091 -2.174 -0.588 0.00 -0.02 0.02
H -2.199 -0.783 -0.679 0.00 -0.03 0.00
Cl -5.110 6.570 -1.263 -0.02 0.01 0.00
C -4.101 5.176 -0.951 -0.03 -0.05 -0.02
C -2.748 5.341 -0.724 0.08 -0.04 0.02
C -1.962 4.231 -0.475 -0.02 0.05 0.00
Cl -0.244 4.467 -0.275 0.00 -0.01 0.03
C -2.445 2.887 -0.413 -0.13 -0.10 -0.08
O -1.726 1.879 -0.172 0.07 0.04 0.07
C -3.851 2.816 -0.698 0.07 -0.05 0.00
Cl -4.567 1.228 -0.775 0.01 0.02 0.01
C -4.656 3.904 -0.951 0.00 0.07 0.01
H -2.299 6.324 -0.751 0.00 0.00 0.00
H -5.707 3.758 -1.157 0.00 0.02 0.00
C 1.116 2.257 -4.257 0.02 -0.03 -0.01
P 0.090 1.227 -3.125 0.01 0.05 0.04
C -1.572 1.894 -3.532 -0.01 -0.02 0.01
C 0.066 -0.374 -4.020 0.03 0.00 -0.01
C 0.329 -1.518 -3.271 0.00 -0.01 0.01
C 0.349 -2.776 -3.863 0.00 0.02 -0.01
C 0.096 -2.896 -5.220 0.00 -0.01 0.01
C -0.174 -1.763 -5.981 0.00 0.01 0.00
C -0.187 -0.512 -5.385 -0.02 0.00 0.01
H 0.739 2.272 -5.281 0.00 0.01 0.00
H 2.140 1.879 -4.258 0.00 0.00 0.00
H 1.131 3.278 -3.871 -0.01 0.01 0.00
H -1.780 1.876 -4.604 0.00 -0.01 0.00
H -1.637 2.923 -3.170 0.01 0.00 0.01
H -2.326 1.313 -3.000 0.00 0.00 0.00
H 0.541 -1.431 -2.211 -0.02 0.00 0.01
H 0.582 -3.644 -3.259 0.00 -0.01 0.01
H 0.114 -3.871 -5.691 0.00 0.00 0.00
H -0.373 -1.858 -7.042 0.00 0.00 0.00
H -0.397 0.364 -5.989 0.00 0.00 0.00
C 1.327 -0.710 4.302 0.00 -0.01 0.01
C 0.727 0.457 3.583 -0.25 0.12 -0.05
O 1.318 1.015 2.673 0.28 -0.09 0.08
C -0.628 0.956 3.969 -0.01 0.00 -0.02
C -1.338 0.406 5.033 0.02 0.01 0.04
C -2.606 0.877 5.338 0.02 0.01 0.00
C -3.172 1.890 4.574 0.00 -0.01 0.01
C -2.474 2.433 3.503 -0.02 0.00 0.00
C -1.206 1.968 3.201 0.06 -0.06 0.02
H 2.299 -0.934 3.871 -0.01 0.00 -0.01
H 0.675 -1.583 4.213 0.01 0.00 0.00
H 1.435 -0.477 5.365 -0.01 -0.01 0.00
H -0.913 -0.407 5.607 -0.01 0.00 0.00
H -3.161 0.443 6.160 0.00 0.00 0.00
H -4.169 2.245 4.803 0.00 0.00 0.00
H -2.927 3.197 2.884 0.00 0.00 -0.02
H -0.677 2.353 2.338 -0.04 0.03 0.02
N 2.394 3.641 1.828 -0.04 0.10 -0.01
C 2.743 3.561 0.504 0.11 -0.01 -0.03
N 3.056 4.765 -0.085 -0.04 -0.02 0.03
O 2.793 2.512 -0.117 -0.07 -0.05 0.00
H 1.917 4.485 2.103 0.00 -0.01 0.03
H 1.981 2.790 2.192 0.00 -0.03 -0.02
H 3.363 5.528 0.493 0.00 0.00 -0.01
H 3.464 4.692 -1.000 0.00 0.00 0.00
```
Positions in Å, forces in eV/Å.

Results
**Calculated total energy**: -117953.488 eV
**Charge**: -1
**Gap between HOMO and LUMO**: 5.321 eV
**Relative energy (zero: lowest compared OMol25 entry of this formula, charge and spin)**: 18.5 kJ/mol

These are the Löwdin partial charges, in e, on atoms 1 to 8: K 0.6063; C -0.1036; N -0.2212; C -0.0864; C -0.2205; C -0.0548; C -0.1407; C -0.1388

Entry 2:
A structure of composition C14H14ClMnNO2 in a non-equilibrium geometry. Source: OMol25; level of theory: ωB97M-V/def2-TZVPD.

Structure (XYZ):
```
33
Properties=species:S:1:pos:R:3:forces:R:3
C -0.443 0.791 -3.772 2.27 2.35 0.45
C 0.978 0.790 -3.401 -2.23 1.45 -1.49
C 1.099 1.444 -2.142 0.88 1.18 -0.25
C -0.158 1.932 -1.746 -0.54 2.55 -0.60
C -1.130 1.543 -2.716 0.59 0.35 -0.51
Mn -0.307 -0.194 -1.981 0.49 2.51 3.51
N -2.096 -0.734 -2.007 -0.38 -2.72 2.84
C -0.037 -1.928 -2.299 2.39 -5.85 -1.94
C 1.357 -1.511 -2.301 -1.16 -1.90 1.06
H 2.068 1.670 -1.652 -0.94 -0.56 -0.15
H 1.765 0.443 -4.040 0.14 -0.23 0.16
H -0.371 2.580 -0.869 0.23 -1.04 -0.68
H -2.192 1.765 -2.687 0.30 -0.18 0.07
H -0.859 0.357 -4.648 -0.32 -0.29 -0.35
H 1.853 -1.493 -3.282 -0.08 0.14 0.75
H -0.331 -2.535 -1.442 -0.12 0.01 -0.28
H -2.058 -1.310 -1.010 -0.53 1.91 -2.61
H 1.918 -1.816 -1.369 -0.55 0.95 -1.09
H -0.365 -2.246 -3.303 -0.44 -0.13 0.63
Cl -0.531 0.854 6.798 -0.13 0.29 1.00
C -0.307 0.470 5.145 -0.08 -0.04 -0.49
C 0.295 -0.750 4.796 0.40 -0.65 -1.04
C 0.488 -1.054 3.449 0.15 -0.20 1.67
C 0.089 -0.160 2.449 0.33 -0.47 -2.30
C -0.525 1.051 2.801 -0.46 0.92 1.35
C -0.723 1.373 4.148 0.07 0.00 -1.12
C 0.296 -0.540 1.001 0.56 -1.58 1.96
O 0.920 -1.639 0.766 -0.81 1.41 -0.25
O -0.214 0.244 0.135 0.04 -0.22 -0.43
H 0.608 -1.448 5.566 -0.04 0.03 0.00
H 0.952 -1.993 3.153 -0.09 0.18 0.03
H -0.848 1.736 2.018 0.06 -0.18 0.18
H -1.192 2.307 4.440 -0.01 0.00 -0.07
```
Positions in Å, forces in eV/Å.

Results
**Expectation value of S²**: 8.915
**Calculated total energy**: -64166.011 eV
**Multiplicity**: 6
**Charge**: -2
**Gap between HOMO and LUMO (alpha / beta)**: 2.206 / 6.553 eV
**Relative energy (zero: lowest compared OMol25 entry of this formula, charge and spin)**: 231.2 kJ/mol

These are the Löwdin partial charges, in e, on atoms 1 to 8: C -0.1795; C -0.1978; C -0.1648; C -0.1849; C -0.1953; Mn 0.4218; N -0.1340; C -0.3672

Entry 3:
A cluster of 2 separate species, C4H4O3 in total in a non-equilibrium geometry. Source: OMol25; level of theory: ωB97M-V/def2-TZVPD.

Structure (XYZ):
```
11
Properties=species:S:1:pos:R:3:forces:R:3
O -0.298 -3.340 0.040 -0.34 1.21 0.15
C -0.605 -2.257 0.183 -0.13 -1.68 -0.18
O 1.701 -1.065 0.117 -0.18 0.30 0.48
C 1.082 -0.172 0.644 0.16 -0.42 -0.06
C 0.177 0.749 -0.093 0.70 0.35 -0.32
C -1.025 0.876 -0.916 0.10 -0.09 -0.20
O -0.925 1.478 0.382 0.16 0.13 0.18
H 1.053 1.361 -0.384 -0.56 0.75 -0.55
H 1.379 0.271 1.619 -0.13 -0.40 0.14
H -1.835 0.155 -1.027 0.54 -0.17 0.18
H -0.900 1.562 -1.755 -0.30 0.00 0.17
```
Positions in Å, forces in eV/Å.

Results
**Calculated total energy**: -10352.122 eV
**Charge**: 0
**Gap between HOMO and LUMO**: 10.783 eV
**Relative energy (zero: lowest compared OMol25 entry of this formula, charge and spin)**: 298.1 kJ/mol

These are the Löwdin partial charges, in e, on atoms 1 to 8: O 0.0761; C 0.0516; O 0.0196; C -0.2660; C -0.3020; C -0.0825; O -0.0196; H 0.1580

Entry 4:
A structure of composition C24H20Cl5N8O4PRu in a non-equilibrium geometry. Source: OMol25; level of theory: ωB97M-V/def2-TZVPD.

Structure (XYZ):
```
63
Properties=species:S:1:pos:R:3:forces:R:3
Ru 0.247 -0.048 -1.196 -1.36 -0.38 3.35
C -0.686 -3.198 3.428 -0.14 -0.01 0.67
N -0.259 -2.955 2.075 0.28 0.34 -0.43
C -0.297 -3.850 1.056 0.10 -0.15 -0.46
C 0.169 -3.203 -0.058 -0.09 -0.48 0.12
N 0.484 -1.934 0.270 -0.66 0.75 -0.26
C 0.224 -1.791 1.564 0.14 0.17 0.21
P 0.731 -0.362 2.582 0.01 0.12 -0.76
C 2.145 0.127 1.519 -0.38 -0.20 0.23
N 2.176 0.137 0.193 -1.00 0.12 -1.08
C 3.404 0.559 -0.177 0.47 0.07 0.06
C 4.138 0.816 0.949 0.13 0.09 -0.57
N 3.333 0.551 2.008 -0.25 -0.29 -0.57
C 3.699 0.693 3.388 0.10 -0.02 0.72
C -0.402 0.903 1.894 0.08 -0.18 0.24
N -0.924 0.907 0.673 1.66 -0.23 -0.86
C -1.601 2.077 0.547 -0.15 0.45 0.25
C -1.500 2.784 1.713 -0.47 -0.04 -0.62
N -0.747 2.033 2.558 -0.15 -0.66 -0.56
C -0.365 2.420 3.885 0.07 0.24 0.69
H -0.988 -4.240 3.529 0.05 0.11 -0.05
H -1.535 -2.560 3.678 0.04 -0.08 0.00
H 0.126 -2.997 4.129 -0.06 -0.04 -0.05
H -0.629 -4.860 1.183 -0.09 -0.18 0.11
H 0.339 -3.586 -1.043 -0.10 -0.05 -0.22
H 3.682 0.641 -1.211 0.09 0.06 -0.09
H 5.147 1.153 1.063 0.20 0.09 0.07
H 4.724 1.050 3.445 -0.03 -0.01 0.00
H 3.630 -0.265 3.902 0.03 0.06 0.02
H 3.048 1.415 3.881 0.04 0.01 0.02
H -2.097 2.342 -0.366 -0.05 0.13 -0.15
H -1.878 3.749 1.982 -0.09 0.15 0.10
H -1.257 2.636 4.477 0.13 -0.05 -0.01
H 0.257 3.318 3.849 -0.01 -0.14 0.02
H 0.185 1.603 4.354 -0.05 0.15 0.01
C -3.659 -0.396 0.163 -0.10 0.10 0.02
C -3.146 -1.010 -1.083 -0.10 0.23 0.28
N -1.886 -1.058 -1.479 1.34 0.76 -0.61
C -1.853 -1.802 -2.631 -0.46 -0.44 -0.48
C -3.137 -2.199 -2.939 0.61 0.04 -0.13
N -3.925 -1.681 -1.947 0.36 0.03 -0.06
C -3.801 -3.013 -4.005 0.16 0.14 0.31
O -3.042 -3.511 -4.941 0.16 -0.19 -0.32
O -4.995 -3.167 -3.931 -0.08 0.02 -0.05
C -0.539 -2.148 -3.294 -1.70 -0.09 -0.13
O -0.577 -2.868 -4.291 0.26 -0.01 -0.03
O 0.484 -1.684 -2.731 1.79 1.04 1.18
H -2.958 -0.592 0.973 -0.13 0.02 0.01
H -4.631 -0.813 0.402 -0.09 -0.05 0.10
H -3.770 0.682 0.059 -0.02 0.00 0.04
H -4.931 -1.791 -1.939 0.06 -0.10 0.06
H -2.064 -3.317 -4.816 -0.18 0.12 0.25
Cl 1.443 3.223 0.701 0.10 0.03 0.60
C 1.605 3.050 -0.996 -0.42 -0.41 0.03
C 0.896 2.057 -1.668 0.21 -1.62 -0.90
C 1.078 2.020 -3.053 -0.06 0.35 0.30
Cl 0.064 0.914 -3.912 -0.01 0.16 -0.29
C 1.999 2.810 -3.733 0.02 0.16 0.08
Cl 2.281 2.596 -5.411 -0.11 0.01 0.08
C 2.713 3.774 -3.010 -0.17 -0.20 0.12
Cl 3.881 4.743 -3.790 0.02 0.09 -0.10
C 2.471 3.931 -1.642 0.04 -0.05 -0.51
Cl 3.273 5.179 -0.778 0.00 -0.06 0.02
```
Positions in Å, forces in eV/Å.

Results
**Expectation value of S²**: 0.757
**Calculated total energy**: -119801.099 eV
**Multiplicity**: 2
**Charge**: +1
**Gap between HOMO and LUMO (alpha / beta)**: 7.404 / 7.393 eV
**Relative energy (zero: lowest compared OMol25 entry of this formula, charge and spin)**: 305.6 kJ/mol

These are the Löwdin partial charges, in e, on atoms 1 to 8: Ru 1.2888; C -0.0219; N -0.1251; C -0.0245; C -0.0993; N -0.0052; C -0.4567; P 1.1908

Entry 5:
A cluster of 2 separate species, C2H8SSi in total in a non-equilibrium geometry. Source: OMol25; level of theory: ωB97M-V/def2-TZVPD.

Structure (XYZ):
```
12
Properties=species:S:1:pos:R:3:forces:R:3
C -2.442 0.640 -0.707 0.76 1.69 -2.06
C -0.948 0.723 -0.550 0.01 0.96 2.02
Si 3.929 0.551 -0.595 -0.94 -0.93 -0.73
S -0.402 -0.183 0.929 0.04 0.16 -0.21
H -2.807 0.843 0.259 -1.19 0.19 0.88
H -2.865 1.378 -1.520 0.75 -1.69 1.53
H -2.466 -0.391 -0.946 -1.60 -1.05 -0.47
H -0.568 1.726 -0.440 0.24 0.52 0.07
H -0.404 0.287 -1.318 0.99 -0.78 -1.75
H 4.651 -0.784 -0.347 -0.40 1.09 0.15
H 2.369 0.265 -0.827 1.75 0.59 0.55
H 4.427 1.830 0.040 -0.41 -0.75 0.02
```
Positions in Å, forces in eV/Å.

Results
**Expectation value of S²**: 2.005
**Calculated total energy**: -20912.081 eV
**Multiplicity**: 3
**Charge**: 0
**Gap between HOMO and LUMO (alpha / beta)**: 8.459 / 7.021 eV
**Relative energy (zero: lowest compared OMol25 entry of this formula, charge and spin)**: 24.9 kJ/mol

These are the Löwdin partial charges, in e, on atoms 1 to 8: C -0.1926; C -0.6991; Si 0.5363; S 0.5997; H 0.0305; H 0.1189; H 0.0445; H 0.0561

Entry 6:
The ion C3H5N2O2S with charge +1 in a non-equilibrium geometry. Source: OMol25; level of theory: ωB97M-V/def2-TZVPD.

Structure (XYZ):
```
13
Properties=species:S:1:pos:R:3:forces:R:3
C 1.290 1.457 -1.037 -2.87 -3.80 1.99
C -0.535 -0.064 -0.011 0.68 1.88 -1.66
C 2.315 1.973 -1.626 -1.37 0.99 0.60
N 0.336 0.821 -0.511 2.20 1.49 -1.00
N -1.816 0.202 -0.114 -1.72 1.07 -0.35
O -0.906 -2.690 2.577 -3.60 3.29 -3.44
O -0.034 -1.141 0.448 0.41 -2.32 1.33
S -0.929 -2.717 0.935 0.30 1.56 1.02
H 2.086 2.973 -1.920 0.33 0.71 -0.72
H 3.308 1.641 -1.498 0.83 -0.53 -0.05
H -0.319 -3.283 2.897 3.61 -3.01 1.60
H -2.243 1.012 -0.562 1.28 0.07 -0.19
H -2.552 -0.184 0.423 -0.06 -1.42 0.87
```
Positions in Å, forces in eV/Å.

Results
**SMILES**: C=C=NC(=[NH2+])OSO
**Calculated total energy**: -21092.147 eV
**Charge**: +1
**Gap between HOMO and LUMO**: 8.787 eV
**Relative energy (zero: lowest compared OMol25 entry of this formula, charge and spin)**: 119.9 kJ/mol

These are the Löwdin partial charges, in e, on atoms 1 to 8: C -0.0251; C -0.5118; C 0.0931; N 0.2257; N 0.2307; O -0.3318; O -0.2149; S 1.1009

Entry 7:
The molecule C14H12F3N3O4. Source: OMol25; level of theory: ωB97M-V/def2-TZVPD.

Structure (XYZ):
```
36
Properties=species:S:1:pos:R:3:forces:R:3
C -1.971 -4.079 -0.195 0.18 -0.29 -0.23
H -2.041 -4.044 -1.283 -0.01 -0.05 0.11
H -2.770 -4.686 0.223 0.04 0.03 -0.01
H -0.996 -4.484 0.083 -0.09 0.00 -0.03
O -2.138 -2.776 0.351 -0.17 0.16 0.12
C -1.322 -1.833 -0.142 0.04 0.10 0.19
O -0.486 -2.058 -0.990 -0.11 -0.20 -0.06
C -1.521 -0.518 0.455 0.04 0.31 0.03
C -2.055 -0.145 1.643 0.18 -0.24 -0.54
N -1.851 1.199 1.861 -0.41 0.01 0.55
C -1.077 1.793 0.896 -0.06 0.24 -0.40
O -0.753 2.942 0.839 0.05 0.09 0.02
C -0.870 0.694 -0.188 -0.02 -0.38 0.05
N 0.524 0.517 -0.499 -0.16 0.30 -0.07
C 1.385 0.471 0.554 -0.07 0.05 -0.35
O 1.018 0.770 1.675 0.21 -0.09 0.24
C 2.769 0.071 0.212 0.47 -0.23 0.01
C 3.046 -0.942 -0.703 0.07 0.20 0.17
C 4.370 -1.268 -0.946 -0.01 0.05 0.05
C 5.359 -0.575 -0.262 -0.04 -0.28 -0.25
N 5.102 0.378 0.618 0.43 0.27 0.23
C 3.844 0.691 0.852 -0.55 -0.02 -0.02
H 3.664 1.474 1.576 -0.11 0.05 0.06
H 6.406 -0.797 -0.415 0.06 -0.09 -0.08
H 4.628 -2.049 -1.644 0.04 -0.07 -0.04
H 2.247 -1.489 -1.185 -0.09 -0.03 -0.06
H 0.754 0.076 -1.378 0.01 0.04 0.17
C -1.622 1.128 -1.449 -0.25 0.28 -0.36
F -2.918 1.354 -1.185 -0.06 0.01 0.29
F -1.589 0.195 -2.410 0.18 -0.33 0.00
F -1.128 2.241 -1.990 0.21 0.15 0.13
H -2.068 1.663 2.730 0.05 0.00 -0.11
C -2.763 -0.942 2.669 0.02 -0.10 0.03
H -2.781 -1.989 2.388 -0.02 0.03 0.06
H -2.265 -0.827 3.631 0.02 0.01 0.09
H -3.786 -0.583 2.771 -0.07 0.03 0.02
```
Positions in Å, forces in eV/Å.

Results
**SMILES**: COC(=O)C1=C(C)NC(=O)[C@]1(NC(=O)c1cccnc1)C(F)(F)F
**Calculated total energy**: -35527.049 eV
**Charge**: 0
**Gap between HOMO and LUMO**: 9.726 eV

These are the Löwdin partial charges, in e, on atoms 1 to 8: C -0.0395; H 0.0976; H 0.0943; H 0.0991; O -0.0397; C -0.4393; O 0.1033; C -0.0106

Entry 8:
A cluster of 2 separate species, C2H4BrClIN in total in a non-equilibrium geometry. Source: OMol25; level of theory: ωB97M-V/def2-TZVPD.

Structure (XYZ):
```
10
Properties=species:S:1:pos:R:3:forces:R:3
C -0.433 -0.087 -1.244 -1.25 -2.17 0.23
C 0.145 -1.215 0.832 1.95 -0.05 -2.39
N -0.611 -0.774 0.003 -1.60 1.08 0.11
Cl 0.149 1.650 2.020 0.04 0.31 0.11
Br 2.098 -1.569 0.566 -0.20 0.30 0.02
I -0.055 3.429 0.554 0.02 0.01 0.07
H -0.931 -0.838 -1.964 0.67 2.04 0.41
H -0.822 0.918 -1.100 -0.81 -0.23 -0.59
H 0.589 0.046 -1.406 1.91 -0.08 -0.88
H -0.128 -1.561 1.739 -0.73 -1.22 2.91
```
Positions in Å, forces in eV/Å.

Results
**SMILES**: C/N=C\Br.ClI
**Calculated total energy**: -94293.152 eV
**Charge**: 0
**Gap between HOMO and LUMO**: 7.871 eV
**Relative energy (zero: lowest compared OMol25 entry of this formula, charge and spin)**: 25.7 kJ/mol

These are the Löwdin partial charges, in e, on atoms 1 to 8: C -0.1231; C -0.6336; N -0.1043; Cl -0.2159; Br 0.5011; I 0.3877; H 0.1273; H 0.0218